[1]
The following is a quantum chemistry calculation of a molecular structure, C34H90FeO12, from the Open Molecules 2025 dataset.

Spin multiplicity: 6
Max |F| in eV/Å: 6.200
Gap between HOMO and LUMO (alpha / beta) in eV: 7.619 / 5.984
<S²>: 8.776
Electronic energy in Ha: -3515.6182
Energy relative to the best compared isomer or geometry (same formula, charge and spin) in kcal per mole: 111.82
LUMO level (alpha / beta) in eV: -3.9 / -5.5
Charge: +1

Atoms and positions in Å:
Fe1 -3.168 -0.582 2.816
C1 -2.011 -4.490 0.994
C2 -2.935 -3.954 2.129
O1 -3.009 -2.579 2.382
H1 -2.352 -4.045 0.059
H2 -2.157 -5.563 0.867
H3 -0.946 -4.258 1.017
H4 -2.596 -4.382 3.073
H5 -3.930 -4.277 1.823
C3 0.342 -0.666 0.635
C4 -0.801 0.417 0.559
O2 -1.749 0.210 1.589
H6 1.059 -0.592 -0.183
H7 -0.040 -1.683 0.723
H8 0.930 -0.485 1.535
H9 -1.199 0.310 -0.450
H10 -0.432 1.441 0.616
C5 -1.551 0.396 6.402
C6 -0.979 -0.146 5.072
C7 0.422 -0.830 5.195
O3 -1.937 -0.998 4.459
H11 -1.593 -0.392 7.154
H12 -2.524 0.822 6.156
H13 -0.880 1.160 6.794
H14 -0.862 0.669 4.357
H15 0.689 -1.418 4.317
H16 0.395 -1.446 6.094
H17 1.235 -0.120 5.346
H18 -1.888 -1.814 4.963
C8 2.418 -2.571 -1.613
C9 1.811 -3.460 -2.697
C10 1.873 -2.747 -4.059
O4 2.583 -4.656 -2.766
H19 3.484 -2.778 -1.518
H20 1.920 -2.827 -0.678
H21 2.188 -1.522 -1.797
H22 0.764 -3.631 -2.446
H23 1.351 -1.799 -3.934
H24 1.566 -3.325 -4.931
H25 2.904 -2.461 -4.270
H26 2.174 -5.207 -3.436
C11 -2.610 0.074 -3.979
C12 -2.158 -1.386 -4.091
C13 -2.314 -2.202 -2.799
O5 -2.856 -2.010 -5.163
H27 -2.634 0.530 -4.969
H28 -1.963 0.676 -3.341
H29 -3.607 -0.020 -3.550
H30 -1.090 -1.400 -4.305
H31 -3.329 -2.012 -2.450
H32 -1.579 -2.003 -2.018
H33 -2.193 -3.269 -2.983
H34 -2.716 -1.462 -5.939
C14 -3.186 4.793 -0.669
C15 -2.017 4.088 -1.312
C16 -2.224 3.843 -2.787
O6 -0.863 4.881 -1.098
H35 -3.373 5.810 -1.015
H36 -3.032 4.920 0.403
H37 -4.169 4.344 -0.811
H38 -1.923 3.121 -0.818
H39 -1.330 3.360 -3.182
H40 -2.440 4.758 -3.338
H41 -3.097 3.198 -2.894
H42 -1.178 5.784 -1.175
C17 -5.649 -1.233 -0.682
C18 -4.623 -0.286 -0.057
C19 -4.790 1.176 -0.403
O7 -4.705 -0.429 1.347
H43 -5.468 -1.132 -1.752
H44 -6.664 -0.964 -0.391
H45 -5.475 -2.294 -0.505
H46 -3.595 -0.531 -0.326
H47 -4.991 1.337 -1.462
H48 -3.918 1.783 -0.158
H49 -5.675 1.610 0.062
H50 -5.628 -0.424 1.610
C20 1.459 -6.044 0.664
C21 2.184 -5.537 1.933
C22 1.464 -4.446 2.702
O8 2.461 -6.651 2.746
H51 1.210 -5.213 0.004
H52 0.593 -6.653 0.924
H53 2.150 -6.687 0.118
H54 3.127 -5.144 1.552
H55 1.972 -4.083 3.595
H56 0.455 -4.730 3.000
H57 1.409 -3.541 2.095
H58 3.093 -7.222 2.304
C23 0.873 1.061 -5.827
C24 0.755 1.926 -4.547
C25 0.814 0.991 -3.300
O9 1.837 2.762 -4.571
H59 1.817 0.518 -5.839
H60 0.797 1.699 -6.708
H61 0.070 0.324 -5.858
H62 -0.231 2.369 -4.688
H63 0.375 1.462 -2.420
H64 1.842 0.703 -3.080
H65 0.250 0.078 -3.493
H66 1.861 3.183 -3.708
C26 2.321 2.824 -0.499
C27 2.590 4.070 -1.280
C28 3.812 4.016 -2.132
O10 1.482 4.235 -2.179
H67 3.060 2.731 0.297
H68 2.329 1.903 -1.082
H69 1.364 2.952 0.007
H70 2.675 4.915 -0.597
H71 4.728 3.958 -1.544
H72 3.945 4.880 -2.784
H73 3.790 3.097 -2.717
H74 0.665 4.467 -1.732
C29 -0.466 4.869 2.718
C30 0.370 3.779 3.363
C31 1.820 4.221 3.504
O11 -0.173 3.306 4.509
H75 0.072 5.344 1.898
H76 -0.663 5.649 3.453
H77 -1.435 4.566 2.322
H78 0.544 2.884 2.765
H79 2.260 4.347 2.515
H80 2.404 3.531 4.113
H81 1.674 5.210 3.940
H82 -1.106 3.283 4.285
C32 4.496 -0.950 0.827
C33 5.187 -0.307 2.027
C34 4.261 -0.207 3.223
O12 6.324 -1.059 2.360
H83 3.540 -0.486 0.585
H84 4.312 -2.015 0.963
H85 5.100 -0.783 -0.066
H86 5.582 0.681 1.794
H87 4.140 -1.179 3.700
H88 3.251 0.094 2.946
H89 4.715 0.444 3.971
H90 6.883 -1.145 1.584

Atomic forces in eV per Å
3.2614 -3.7148 -3.7417
-0.5178 1.1266 -0.4225
0.8229 -0.2601 -0.1817
-0.2146 3.3714 0.3258
-0.1534 0.0645 -0.2057
0.0570 -0.0200 0.3231
-0.0396 -0.0447 0.6285
-0.3485 -0.5661 0.0706
-0.2131 -0.2810 0.4395
-0.2361 1.0741 0.7338
0.9010 -1.4197 0.4092
-1.7881 -0.3744 1.1318
-0.3440 0.0896 -0.1988
-0.2775 0.0934 -0.2637
0.0145 0.0155 0.1892
-0.8454 -0.0442 -0.0390
0.2256 0.0180 0.1755
0.8691 -0.2558 -1.0317
1.8127 1.4750 0.4475
-1.0434 0.1586 0.3633
-0.4841 -0.1751 -0.0722
-0.3410 -0.0636 -0.0395
-0.0788 0.0239 0.4959
-0.1325 0.1366 -0.0818
-0.0773 0.2029 0.0788
-0.2507 -0.0863 -0.0033
0.1859 -0.3716 -0.0827
-0.2986 0.3053 0.0036
-0.5855 -0.6453 -0.3335
-0.5936 -0.6279 0.1810
0.7560 0.6901 -1.1852
0.5214 0.4092 0.6114
-0.4353 -0.0093 0.4836
-0.0184 0.2824 -0.1028
0.2851 -0.0180 0.2952
0.3140 0.0186 -0.1407
-0.1948 -0.4345 0.0416
-0.3824 -0.0846 -0.5218
-0.5089 -0.0305 0.2190
0.2279 -0.0742 0.1440
0.0722 -0.2167 -0.0816
-0.0660 -0.9353 0.3941
1.2460 0.2134 0.1272
-0.6072 -0.0065 -0.6661
-0.1057 -0.2581 0.6136
-0.1385 0.0879 0.0581
-0.0505 -0.0573 0.1096
-0.2694 0.6586 -0.1088
0.2726 -0.0053 -0.3344
-0.0560 -0.2630 0.4290
0.0026 0.6279 -0.0707
-0.2145 -0.0110 -0.3112
-0.0439 -0.0410 -0.1772
-0.8835 0.5327 0.6713
-1.0793 0.2618 -0.3528
-0.1302 -0.2317 0.1034
0.0940 -0.0998 0.5025
0.4693 0.2038 -0.4858
0.0647 -0.2398 0.1340
0.1700 -0.5436 -0.0500
0.5637 -0.0335 0.1667
-0.1601 0.0177 -0.2258
0.1781 0.1051 0.0390
0.0549 -0.2204 -0.2320
0.3279 0.3347 -0.0295
1.0271 0.3506 -0.6312
0.0901 0.0174 -1.0411
-0.6753 0.5157 -0.6092
0.3910 0.1669 2.4923
-0.6780 0.1198 -0.2033
-0.0675 0.0669 -0.2415
0.1503 0.1299 0.5276
-0.0876 -0.5461 0.0756
0.2520 -0.2838 -0.2089
0.0228 -0.1524 0.2474
-0.0276 -0.0219 0.3671
-0.2581 -0.0438 0.0066
0.2339 0.3320 0.4843
0.1014 -0.2604 -1.2230
-0.1110 0.2529 0.1145
-0.1314 -0.0812 0.9785
-0.2096 -0.0394 -0.0764
-0.1711 0.2148 0.0076
0.0147 -0.0097 -0.0685
0.2560 0.3901 0.1820
0.3291 -0.5299 0.1252
-0.0705 -0.1338 -0.0780
-0.2234 -0.0611 -0.3969
0.0060 -0.0038 -0.0746
-0.0865 0.0508 0.4616
-0.0182 -3.0851 -0.9568
-0.6620 0.3219 -0.4935
0.5255 0.9908 -0.0422
0.0969 0.0875 -0.0338
0.1110 -0.0377 -0.0013
-0.1398 -0.0344 -0.0585
-0.1294 0.7052 0.6172
0.0910 0.1349 0.1639
0.0862 0.1263 -0.1245
-0.0427 -0.0269 0.0358
0.0535 0.7549 0.3064
0.4036 -0.2023 1.1736
-0.8550 0.2349 -0.6231
1.0303 -0.4133 -0.1845
0.9350 0.1467 -0.6291
0.1810 -0.1979 0.1130
-0.0525 0.1772 -0.1713
-0.2167 -0.2131 -0.0116
-0.2365 0.2320 0.1106
-0.0476 -0.0208 0.2886
-0.3601 -0.0536 -0.0377
0.0197 0.0775 -0.3246
-0.3223 0.1138 0.3781
0.1627 0.2623 -0.2304
2.1595 -0.6236 -3.0010
-1.0282 1.0170 0.5782
-1.3003 -0.2802 2.4462
0.0120 -0.0923 -0.0776
0.0803 0.0471 0.1757
-0.0492 -0.3793 0.0311
-0.8081 -0.1652 -1.2163
0.0188 -0.1072 0.0695
-0.0289 0.2309 0.0426
1.0939 0.1779 0.4534
-0.3336 -0.1957 0.6607
-0.0842 0.5954 -0.3999
-0.5060 -0.0709 -0.5918
0.3657 -0.4312 0.4316
0.4373 -0.7181 0.8149
-0.1484 0.1606 0.1922
0.1895 -0.0156 0.1670
0.1697 -0.3166 -0.1063
-0.5434 0.4103 -0.3504
0.1668 -0.2346 -0.0725
0.1523 0.4553 -0.0776
-0.3132 0.1548 0.0438
0.0457 0.0257 -0.0621

[2]
The following is a quantum chemistry calculation of a molecular structure, C34H94MgN7O10, from the Open Molecules 2025 dataset.

Max |F| in eV/Å: 3.097
Gap between HOMO and LUMO in eV: 4.939
Electronic energy in Ha: -2687.2167
Energy relative to the best compared isomer or geometry (same formula, charge and spin) in kcal per mole: 0.00
LUMO level in eV: -5.6
Charge: +1

Atoms and positions in Å:
Mg1 -1.767 3.423 -3.128
C1 0.716 1.007 -0.792
C2 -0.651 0.856 -1.411
O1 -1.042 2.010 -2.093
H1 0.751 1.816 -0.064
H2 1.550 1.098 -1.492
H3 0.917 0.030 -0.341
H4 -1.379 0.586 -0.627
H5 -0.755 -0.042 -2.036
C3 -3.447 -0.114 1.509
C4 -4.458 -1.010 2.204
O2 -3.823 -2.008 2.985
H6 -2.766 -0.717 0.906
H7 -2.814 0.440 2.204
H8 -3.989 0.566 0.845
H9 -5.128 -1.514 1.501
H10 -5.243 -0.468 2.751
H11 -3.434 -1.571 3.751
C5 2.450 4.282 0.442
C6 1.155 5.055 0.256
O3 1.244 6.010 -0.796
H12 2.325 3.377 1.037
H13 3.200 4.923 0.913
H14 2.867 4.023 -0.530
H15 0.782 5.464 1.200
H16 0.372 4.386 -0.114
H17 1.759 6.769 -0.498
C7 7.848 1.526 -5.141
C8 6.948 0.455 -4.531
C9 5.599 1.073 -4.167
O4 5.753 2.229 -3.373
C10 4.532 2.868 -3.161
N1 6.758 -0.705 -5.364
H18 8.102 2.240 -4.362
H19 7.326 1.951 -5.999
H20 8.795 1.100 -5.478
H21 7.414 0.121 -3.589
H22 4.931 0.414 -3.595
H23 5.090 1.268 -5.123
H24 4.121 3.281 -4.088
H25 4.685 3.786 -2.583
H26 3.851 2.273 -2.547
H27 7.633 -1.167 -5.572
H28 6.132 -1.421 -5.026
C11 5.325 0.176 2.490
C12 4.254 0.663 1.543
C13 4.173 -0.247 0.325
O5 5.401 -0.190 -0.376
C14 5.706 -1.361 -1.087
N2 2.990 0.634 2.309
H29 5.504 0.880 3.303
H30 6.279 0.160 1.947
H31 5.249 -0.842 2.875
H32 4.514 1.666 1.200
H33 3.409 0.012 -0.428
H34 3.922 -1.282 0.604
H35 4.970 -1.561 -1.879
H36 5.683 -2.215 -0.399
H37 6.692 -1.321 -1.544
H38 2.236 0.578 1.625
H39 2.871 -0.216 2.851
C15 -3.397 3.731 5.884
C16 -1.943 3.334 6.192
C17 -1.012 3.438 4.971
O6 -1.375 2.433 4.048
C18 -0.488 2.369 2.944
N3 -1.522 4.264 7.261
H40 -4.002 3.535 6.767
H41 -3.794 3.141 5.054
H42 -3.469 4.795 5.653
H43 -1.963 2.292 6.512
H44 0.013 3.279 5.321
H45 -1.141 4.449 4.564
H46 -0.224 3.374 2.607
H47 -1.038 1.904 2.121
H48 0.354 1.705 3.148
H49 -1.245 5.116 6.766
H50 -0.617 3.972 7.637
C19 -2.843 3.568 0.433
C20 -3.673 3.267 -0.782
C21 -5.180 3.433 -0.537
O7 -5.908 3.208 -1.731
C22 -5.909 1.859 -2.184
N4 -3.328 4.128 -1.931
H51 -3.195 3.099 1.351
H52 -2.848 4.646 0.646
H53 -1.790 3.315 0.303
H54 -3.478 2.234 -1.082
H55 -5.417 4.455 -0.233
H56 -5.556 2.793 0.265
H57 -6.432 1.852 -3.139
H58 -6.369 1.181 -1.469
H59 -4.885 1.545 -2.423
H60 -4.101 3.944 -2.596
H61 -3.514 5.100 -1.676
C23 -8.296 -2.858 -1.055
C24 -7.338 -1.717 -1.324
C25 -5.880 -2.195 -1.316
O8 -5.001 -1.114 -1.674
C26 -3.650 -1.550 -1.805
N5 -7.624 -1.114 -2.656
H62 -8.260 -3.621 -1.838
H63 -9.322 -2.525 -0.928
H64 -8.023 -3.438 -0.167
H65 -7.474 -0.915 -0.596
H66 -5.767 -2.979 -2.075
H67 -5.515 -2.513 -0.335
H68 -3.597 -2.100 -2.752
H69 -3.361 -2.152 -0.940
H70 -3.089 -0.617 -1.872
H71 -7.360 -1.773 -3.387
H72 -6.894 -0.408 -2.716
C27 0.267 -7.164 -2.606
C28 1.088 -6.180 -1.757
C29 0.657 -4.754 -2.059
O9 1.454 -3.814 -1.357
C30 1.602 -2.607 -2.072
N6 0.862 -6.527 -0.342
H73 0.732 -8.146 -2.633
H74 0.178 -6.797 -3.632
H75 -0.741 -7.201 -2.195
H76 2.149 -6.286 -2.012
H77 -0.387 -4.644 -1.736
H78 0.719 -4.592 -3.139
H79 2.106 -2.785 -3.027
H80 2.159 -1.856 -1.516
H81 0.608 -2.205 -2.305
H82 1.278 -5.794 0.227
H83 1.426 -7.352 -0.156
C31 2.971 -3.846 3.577
C32 2.137 -4.314 2.390
C33 0.883 -3.457 2.219
O10 1.126 -2.072 2.376
C34 0.044 -1.297 1.896
N7 3.008 -4.174 1.189
H84 3.842 -4.494 3.699
H85 2.408 -3.913 4.510
H86 3.370 -2.837 3.480
H87 1.863 -5.365 2.459
H88 0.159 -3.770 2.984
H89 0.504 -3.634 1.208
H90 -0.880 -1.613 2.395
H91 -0.072 -1.548 0.834
H92 0.249 -0.246 2.079
H93 3.428 -3.248 1.223
H94 2.456 -4.136 0.329

Atomic forces in eV per Å
1.0281 -1.7767 2.3187
0.2529 -1.1733 -0.1341
-0.3759 -0.0495 -0.2680
-1.0841 1.6675 -1.4324
0.0160 -0.0617 0.0859
-0.3085 0.4431 -0.3260
0.0931 0.2842 0.5294
0.0081 0.5782 0.2729
0.6067 0.1670 -0.3730
-0.2711 -0.1151 -0.1898
-0.6284 -0.1280 -0.0922
-0.1506 0.1776 0.0686
-0.1062 -0.0837 -0.0789
-0.2496 0.1349 0.1572
0.1821 0.1515 0.0021
0.6341 -0.3224 -0.3693
0.6112 0.3933 0.5145
-0.0075 -0.1154 0.0174
0.2316 0.4774 -0.0666
-0.2446 -0.8082 -0.4485
-0.0143 0.4536 0.2253
-0.0250 0.0500 0.1089
-0.0291 -0.1139 0.1786
-0.1574 -0.1873 -0.0819
0.1352 0.2814 -0.0727
0.0185 -0.2068 0.1920
0.0152 -0.0834 -0.0534
-0.0572 -0.8208 -0.0626
0.2504 -0.0594 1.7833
-0.3743 -0.2849 -0.1647
0.3492 0.1164 -0.3292
0.2120 1.2066 0.4744
-0.0868 -0.1924 -1.2832
-0.2471 0.3225 -0.2221
0.1904 0.3588 0.0478
-0.0862 -0.1192 -0.1080
0.0210 0.3734 0.1344
0.2308 -0.4973 -0.1559
-0.0640 0.3576 0.0381
-0.4363 -0.6608 -0.2004
0.4741 -0.2166 0.1925
-0.3217 -0.3048 -0.4252
0.0544 0.1533 -0.0311
-0.1251 0.2535 0.3841
1.9149 0.3904 -0.5256
-0.5891 -1.3166 0.8865
0.2680 -0.3303 -0.9920
0.5453 0.1948 0.0781
-0.5013 -0.6096 0.1881
-0.6339 0.6459 -1.0171
-0.3687 -0.0959 0.1732
-0.1142 0.0421 0.0175
-0.6746 0.0331 0.0226
-0.2442 0.1342 0.1512
-0.3280 0.4057 0.4816
0.2370 0.0765 0.3326
-0.0126 0.0590 -0.0409
0.0705 -0.0994 -0.1150
0.0438 0.4011 0.1124
-0.0838 0.2061 0.1964
0.4385 -0.1112 -0.0469
0.3581 -0.5283 -0.2659
-0.6732 0.7001 -0.2017
-0.7133 -0.5008 0.9584
0.0670 0.2279 -0.4184
-0.8105 -0.4305 -0.1892
1.0896 -0.2782 -0.4321
-0.0362 0.0578 0.0212
-0.0165 0.1137 -0.0266
0.0291 0.0216 -0.0726
0.2836 0.0710 0.3449
0.1595 0.1620 -0.1479
0.2487 0.0013 -0.3108
0.4488 -0.0078 0.0867
-0.0491 -0.0223 0.0059
0.4000 0.4800 0.1457
-0.4170 0.1696 0.2741
-0.2922 -0.2260 0.1563
0.5665 0.9947 0.4010
-0.5215 -0.8829 0.8377
-0.1991 -0.1280 -0.1386
0.0009 0.2551 -0.0888
0.4367 0.4366 -0.4870
-0.2945 0.3527 -1.5422
-0.1559 -0.2712 -0.2017
-0.1401 -0.0121 -0.0405
-0.0979 -0.2336 -0.1629
0.0394 0.0948 -0.0386
0.1213 0.0992 -0.0640
0.2874 -0.2383 0.0247
-0.3311 -0.0134 0.1927
0.0646 -0.0215 0.0851
-0.0743 -0.3504 0.2797
-0.1938 0.1786 0.3457
0.3852 -0.0417 0.0196
0.1746 -0.7238 0.3998
0.2950 -0.1884 -0.9960
0.4301 0.6195 0.1030
-0.4162 0.0017 0.2572
-1.1464 0.5291 -0.3990
0.4623 0.2345 0.6647
-0.0696 0.3104 -0.3076
0.0147 0.1100 -0.1416
0.0397 0.3470 0.1954
0.0296 -0.0570 0.1276
-0.0214 -0.2568 0.2054
-0.4065 -0.5493 0.0069
0.5009 -0.2042 0.2299
0.2461 -0.0245 -0.1370
0.3701 -0.2751 0.0485
-0.2372 -0.1817 0.1014
-0.2821 0.1240 -0.4332
0.0999 0.8404 -0.1741
-0.1542 -0.4955 -0.0667
-0.2791 -0.5030 0.3086
0.3502 0.1763 -0.0430
-0.5231 -0.0882 -0.4491
0.3426 0.4745 -0.2066
-0.1491 -0.0933 0.1234
0.1319 -0.1516 -0.0455
0.0113 -0.2814 0.0596
0.0148 0.1831 -0.1288
-0.0572 0.0963 -0.1382
0.0669 0.0789 -0.0002
0.1122 0.0116 0.0003
0.0782 -0.2535 0.3310
0.0009 0.1921 0.0077
-0.0026 -0.1624 0.0700
-0.1890 -0.0450 0.1928
0.1157 -0.8639 0.6042
1.0483 1.7089 -1.0382
-0.2689 -0.5139 0.5183
0.5633 0.2927 0.0831
0.0500 -1.2094 0.0634
-0.1075 0.0949 -0.0074
-0.0629 -0.0740 -0.0953
-0.0525 0.1420 -0.0175
-0.3307 0.1136 -0.2401
-0.1907 -0.0037 0.2637
-0.3043 0.0107 -0.2198
-0.3427 -0.1104 0.0344
-0.0799 0.2525 0.0641
-0.1970 0.4718 -0.1228
-0.0070 -0.0445 -0.1093
0.1204 -0.1303 0.1599
0.1059 -0.2071 0.2839